Computed, not measured: a molecular structure, C27H28F3KN6O2SSe2 in a non-equilibrium geometry, with the ωB97M-V functional and the def2-TZVPD basis.

Summary:
E_LUMO (alpha / beta) (eV): 4.04 / 4.06
Relative energy (zero: lowest compared OMol25 entry of this formula, charge and spin) (kJ/mol): 387.4
DFT total energy (Eh): -7624.99778
Strongest force on any atom (eV/Å): 5.36
Frontier orbital gap (alpha / beta) (hartree): 0.094 / 0.096
Total charge: -2

Cartesian coordinates (Å):
K (2.4661, -6.3348, -18.0213)
N (-3.3389, 0.1740, -18.0868)
C (-2.5779, -0.7595, -17.4398)
C (-2.6523, -2.1540, -17.7044)
C (-1.6674, -3.0403, -17.2343)
C (-0.6890, -2.5966, -16.3561)
C (-0.6674, -1.2738, -15.9557)
C (-1.5370, -0.3536, -16.6073)
S (0.5314, -3.7182, -15.7791)
O (1.0948, -3.1125, -14.5857)
O (-0.1219, -5.0087, -15.7375)
N (1.6706, -4.0199, -16.9585)
C (2.5234, -3.0188, -17.2973)
N (3.6940, -3.4553, -17.8668)
C (4.5548, -2.5739, -18.3817)
C (4.3509, -1.1813, -18.3170)
C (3.0769, -0.8384, -17.7695)
N (2.2289, -1.7071, -17.2492)
H (-4.2285, -0.1654, -18.4797)
H (-3.3950, 1.0788, -17.6237)
H (-3.4498, -2.5848, -18.3086)
H (-1.5180, -4.0883, -17.4738)
H (0.0065, -0.9600, -15.1691)
H (-1.4191, 0.7315, -16.4859)
H (5.4150, -3.0259, -18.8815)
H (5.0781, -0.4408, -18.5990)
H (2.7534, 0.1882, -17.6719)
C (-2.0519, -4.7469, -20.9578)
C (-2.2224, -6.0765, -21.3908)
C (-1.3221, -7.0195, -20.9901)
C (-0.1575, -6.6258, -20.3387)
C (0.1389, -5.2486, -20.1099)
C (-0.8733, -4.3462, -20.3490)
N (0.6383, -7.5254, -19.7229)
N (0.0740, -8.6496, -19.4101)
C (1.0937, -9.5267, -19.1744)
C (2.3339, -9.3311, -19.8934)
C (3.4159, -10.1748, -19.6916)
C (3.2847, -11.2022, -18.7595)
C (2.1555, -11.2544, -17.9357)
C (1.0639, -10.4382, -18.1091)
H (-2.7990, -3.9867, -21.1708)
H (-3.0200, -6.4096, -22.0547)
H (-1.5015, -8.0970, -21.0548)
H (1.1106, -4.9412, -19.6936)
H (-0.7781, -3.3251, -20.0273)
H (2.3996, -8.5322, -20.6099)
H (4.2912, -10.0770, -20.3032)
H (4.0937, -11.9193, -18.6891)
H (2.1422, -12.0105, -17.1350)
C (1.3407, -6.8292, -13.8946)
Se (2.6309, -8.2785, -13.9790)
C (1.1610, -9.5383, -14.6151)
C (0.0293, -9.0637, -15.4345)
Se (-0.4586, -10.6288, -16.8811)
C (-2.1341, -9.8842, -17.6304)
H (1.0875, -6.5408, -14.8898)
H (1.8287, -5.9706, -13.3707)
H (0.4943, -7.2151, -13.3300)
H (0.9532, -9.9853, -13.6209)
H (1.8504, -10.2481, -15.0821)
H (0.2221, -8.2024, -16.0741)
H (-0.8750, -8.9177, -14.8154)
H (-2.2010, -8.8336, -17.3904)
H (-2.9107, -10.4702, -17.1543)
H (-2.0755, -10.0640, -18.6822)
F (5.6087, -8.2168, -14.7617)
C (4.3977, -8.6761, -15.2579)
F (4.3253, -8.1552, -16.5403)
F (4.5714, -10.0131, -15.4256)

These are the natural (NBO) partial charges, in e, on atoms 1 to 6: K 0.895; N -0.804; C 0.156; C -0.273; C -0.146; C -0.387